{
  "formula": "C28H52P2V",
  "method": "wB97M-V/def2-TZVPD",
  "homo_ev": [-14.21, -14.21],
  "total_charge": 2,
  "lumo_ev": [-7.53, -6.58],
  "gap_ev": [6.678, 7.629],
  "spin_multiplicity": 2,
  "s2": 1.2214,
  "elements": ["V", "C", "C", "C", "C", "C", "C", "H", "H", "H", "C", "H", "H", "H", "C", "H", "H", "H", "C", "H", "H", "H", "C", "H", "H", "H", "C", "C", "C", "C", "C", "C", "C", "C", "H", "H", "H", "H", "H", "H", "H", "H", "H", "H", "H", "H", "P", "P", "C", "C", "H", "H", "H", "H", "C", "H", "H", "H", "C", "H", "H", "H", "C", "H", "H", "H", "C", "H", "H", "H", "C", "C", "C", "C", "H", "H", "H", "H", "H", "H", "H", "H", "H"],
  "positions_angstrom": [[0.8291, -0.0174, 0.6351], [1.4321, 1.1613, 2.3581], [0.9559, -0.1162, 2.8270], [2.8612, -0.4833, 1.5641], [2.6057, 0.9233, 1.5703], [1.8504, -1.1237, 2.3431], [0.9040, 2.5128, 2.7008], [-0.0151, 2.4558, 3.2908], [0.6954, 3.0845, 1.7890], [1.6236, 3.1012, 3.2838], [3.5545, 1.9728, 1.1039], [3.1219, 2.9765, 1.1842], [3.8621, 1.8061, 0.0702], [4.4704, 1.9654, 1.7191], [4.0778, -1.1393, 1.0092], [4.9856, -0.8065, 1.5335], [4.2137, -0.8859, -0.0434], [4.0271, -2.2287, 1.0855], [1.8470, -2.5617, 2.7265], [2.6439, -2.7974, 3.4550], [2.0264, -3.2013, 1.8544], [0.8978, -2.8569, 3.1792], [-0.0996, -0.3420, 3.8569], [0.3601, -0.5661, 4.8325], [-0.7443, -1.1959, 3.6094], [-0.7347, 0.5430, 3.9851], [-3.6091, 1.2252, -1.5663], [-3.6034, 1.8184, -0.3535], [-4.5067, 1.4396, 0.7755], [-4.5433, -0.0803, 1.1156], [-3.3383, -0.9232, 0.7659], [-3.2042, -1.5447, -0.4197], [-4.0700, -1.3523, -1.6357], [-4.5286, 0.1065, -1.9466], [-5.5491, 1.7647, 0.5656], [-5.4701, -0.4929, 0.6737], [-4.1918, 1.9877, 1.6816], [-5.5341, 0.2377, -1.5207], [-3.0524, 1.6639, -2.4057], [-3.0171, 2.7214, -0.1546], [-4.6439, 0.1612, -3.0382], [-3.5275, -1.7366, -2.5230], [-2.5666, -2.4174, -0.5369], [-4.9733, -1.9840, -1.5671], [-4.6862, -0.1465, 2.2042], [-2.7004, -1.1822, 1.6204], [-0.2781, 1.4039, -1.2241], [0.1801, -2.2231, -0.5124], [-1.1215, -0.0980, -2.1060], [-0.5282, -1.5184, -2.1311], [-1.4318, 0.2324, -3.1083], [-2.0296, -0.1529, -1.5141], [-1.3091, -2.2287, -2.4202], [0.2601, -1.5730, -2.8941], [1.4284, -3.4011, -1.1335], [2.2147, -3.5579, -0.3854], [1.8778, -3.0598, -2.0705], [0.8983, -4.3497, -1.3059], [-0.7435, -3.3575, 0.5769], [-1.0545, -4.2134, -0.0232], [-1.6085, -2.8702, 1.0352], [-0.1010, -3.7040, 1.3892], [-0.7803, 3.1216, -1.6345], [-0.4413, 3.7739, -0.8202], [-1.8594, 3.2388, -1.7567], [-0.2798, 3.4275, -2.5645], [-1.1170, 1.2165, 0.3970], [-0.6754, 0.6399, 1.2576], [-2.0289, 0.6653, 0.1902], [-1.3732, 2.2077, 0.8052], [2.5789, 2.3509, -2.1008], [2.9850, 0.8798, -2.2256], [4.4900, 0.6246, -2.2138], [2.2117, -0.0844, -1.3233], [2.4598, 2.7084, -1.0646], [1.6310, 2.5279, -2.6284], [3.3447, 2.9834, -2.5779], [2.6656, 0.6044, -3.2497], [4.9845, 0.8890, -1.2698], [4.6829, -0.4280, -2.4187], [4.9606, 1.2110, -3.0081], [2.7221, -1.0652, -1.3842], [1.2485, -0.2682, -1.8389]],
  "forces_ev_per_a": [[1.8, -0.6, -2.7], [0.9, -0.4, 0.2], [0.7, 0.4, 0.0], [-0.2, 0.1, 0.5], [0.1, 0.0, 1.1], [0.4, 0.7, -0.2], [-0.3, 0.4, 0.0], [0.1, 0.0, -0.1], [0.0, 0.0, 0.2], [-0.1, -0.2, -0.1], [0.3, 0.2, -0.2], [0.1, -0.2, -0.1], [0.0, 0.1, 0.3], [-0.3, -0.1, -0.1], [0.2, -0.1, -0.3], [-0.3, -0.1, 0.0], [0.1, 0.0, 0.2], [0.0, 0.1, 0.0], [0.0, -0.5, 0.0], [-0.3, 0.3, -0.3], [0.0, 0.0, 0.2], [0.1, 0.0, 0.0], [-0.5, -0.1, 0.1], [-0.1, 0.1, -0.3], [0.1, 0.2, 0.1], [0.1, -0.3, 0.0], [-0.6, 1.3, 0.7], [-1.1, 0.4, -1.6], [0.0, -0.1, 0.7], [-0.6, 0.4, 0.3], [-0.7, -0.9, -0.5], [-0.8, -0.4, 0.6], [-0.1, 0.2, -0.5], [-0.5, -0.6, -0.4], [0.6, -0.1, 0.1], [0.7, -0.1, 0.1], [-0.2, -0.1, -0.4], [0.3, 0.2, 0.0], [-0.1, -0.1, 0.5], [-0.3, -0.3, -0.4], [-0.2, 0.0, 0.3], [-0.2, 0.1, 0.5], [0.2, 0.5, 0.2], [0.3, 0.1, 0.1], [0.0, -0.1, -0.3], [0.0, 0.0, -0.4], [-0.1, -1.2, 1.7], [0.7, 1.2, 0.2], [-0.4, 0.9, 0.1], [0.0, -0.4, 0.2], [0.3, -0.3, 0.2], [0.1, 0.0, -0.3], [-0.1, 0.3, -0.3], [-0.1, -0.4, 0.4], [0.1, 0.0, 0.0], [-0.2, 0.0, -0.2], [0.0, -0.1, 0.2], [0.3, 0.2, 0.0], [-0.8, 0.1, -0.4], [-0.2, -0.1, 0.2], [0.2, -0.3, -0.1], [0.2, 0.1, -0.4], [0.0, 0.0, -0.8], [0.1, -0.3, -0.1], [0.2, -0.1, 0.0], [-0.2, 0.0, 0.3], [-0.7, 0.2, 0.0], [-0.4, 0.4, 0.3], [0.2, 0.1, 0.5], [0.4, -0.6, 0.1], [0.2, 0.6, -0.2], [-0.1, 0.2, 0.3], [0.1, 0.3, 0.1], [-0.7, -1.2, -1.6], [0.0, -0.2, -0.5], [0.4, 0.1, 0.1], [-0.3, -0.2, 0.1], [0.0, -0.1, 0.3], [-0.1, 0.0, -0.2], [0.1, 0.0, 0.0], [0.0, -0.1, 0.1], [0.0, 0.4, 0.9], [0.8, 0.1, 0.5]],
  "lowdin_charge": [0.64, -0.28, -0.28, -0.24, -0.25, -0.25, -0.01, 0.09, 0.08, 0.11, 0.01, 0.10, 0.05, 0.12, 0.01, 0.12, 0.05, 0.09, -0.02, 0.12, 0.07, 0.08, 0.00, 0.12, 0.09, 0.09, -0.15, -0.16, -0.15, -0.15, -0.11, -0.15, -0.16, -0.15, 0.14, 0.12, 0.12, 0.12, 0.10, 0.09, 0.12, 0.11, 0.06, 0.14, 0.12, 0.10, 1.02, 0.93, -0.32, -0.33, 0.11, 0.00, 0.09, 0.09, -0.21, 0.05, 0.06, 0.07, -0.23, 0.07, 0.02, 0.04, -0.20, 0.07, 0.04, 0.06, -0.30, 0.03, 0.00, 0.09, -0.10, -0.46, -0.07, -0.14, 0.06, 0.04, 0.10, 0.15, 0.07, 0.09, 0.10, 0.06, -0.04]
}